This record from OMol25 describes 2 unconnected molecules or ions with the total composition C2H9N2O. The level of theory is ωB97M-V with the def2-TZVPD basis set.

```
14
C2H9N2O (ωB97M-V with the def2-TZVPD basis set)
O 0.5508 1.6597 -1.7572
N 0.7536 0.6342 1.4142
N -1.3929 -1.7194 -0.5170
C 0.2360 -0.6868 1.1279
C -0.7710 -0.7036 0.1036
H 1.1361 0.9175 0.4930
H 0.7511 2.5526 -1.7976
H 1.6274 0.5226 1.9853
H -1.2708 -2.7139 -0.3459
H 0.0381 1.2250 1.8261
H -1.9941 -1.5812 -1.3878
H -1.1837 0.2698 -0.3153
H 0.4563 -1.6707 1.7024
H 1.0631 1.2943 -2.5314
```

HOMO level (spin up / spin down) = -2.45 / -6.51 eV
ΔE to the lowest compared entry with this formula, charge and spin = 79.05 kcal per mole
multiplicity = 2
expectation value of S² = 0.7554
frontier orbital gap (spin up / spin down) = 3.08 / 6.96 eV
DFT total energy = -7242.2704 eV

=====

This record from OMol25 describes a molecular structure, C35H57DyO3PSi2. The level of theory is ωB97M-V with the def2-TZVPD basis set.

```
99
C35H57DyO3PSi2 (ωB97M-V with the def2-TZVPD basis set)
Dy 0.2117 -0.8304 0.9787
P -2.7655 0.4712 3.2626
Si -0.4141 2.7516 -0.1015
Si 1.2914 -3.5807 -0.6659
O 2.4028 2.1110 -4.9578
O 3.0876 0.0277 -0.4282
O -1.6287 -1.3205 -0.1311
C 2.1669 3.5092 -4.7964
C -3.9851 -0.8771 6.8868
C -2.1978 -0.3290 0.3815
C -1.4705 3.0576 1.4310
C -3.7717 -0.3339 4.5361
C -5.9612 1.4000 0.8600
C 1.2267 1.3630 -5.2381
C -5.1462 1.1409 1.9716
C -0.1175 -0.3893 3.5557
C 1.8219 -2.3818 0.6440
C -3.5437 0.0397 0.4957
C -3.9294 0.4488 1.8266
C -3.3429 -0.1622 5.8739
C -5.4776 -1.8811 5.2736
C 0.8341 -1.4028 3.7981
C -4.3900 0.2901 -0.5882
C 1.0612 1.4206 0.0191
C -5.5656 0.9804 -0.4001
C 2.7925 -4.5155 -1.3199
C 0.4252 -2.8162 -2.1271
C 4.1575 1.0608 0.0001
C -5.0476 -1.7332 6.5959
C 1.6072 0.0764 -5.9481
C 3.2426 4.2992 -5.5154
C 0.0916 -4.7711 0.1402
C -4.8490 -1.1741 4.2418
C -1.6718 -2.0937 2.7477
C 3.3191 -0.6323 -1.7915
C 5.0665 0.4574 1.0513
C 4.3610 0.0337 -2.7286
C 0.5032 -2.7592 3.6279
C 0.4588 4.3907 -0.4872
C -1.4216 -0.7421 3.1061
C -0.7487 -3.1039 3.0651
C -1.5265 2.3817 -1.5579
H 2.0698 -2.8964 1.5824
H 2.7741 -2.0020 0.2987
H -0.2625 5.2129 -0.5672
H 4.5283 -0.6113 -3.6108
H 2.1635 -0.5698 -5.2887
H -5.5286 -2.2938 7.4091
H 2.2228 3.6916 -3.7286
H 3.1628 4.2195 -6.6003
H 1.2083 -3.5484 3.8780
H 1.7924 0.5824 -0.2323
H 3.5799 1.9151 0.3685
H -4.0603 -0.0528 -1.5585
H 1.1881 3.8065 -5.1882
H 4.7076 1.4254 -0.8858
H -0.9825 2.7224 2.3465
H -0.9282 -4.3737 0.1007
H -3.6402 -0.7434 7.9206
H 5.7866 1.1724 1.4596
H 2.4581 -5.4823 -1.7085
H 3.1725 5.3593 -5.2513
H -5.2144 -1.2888 3.2216
H 3.2991 -3.9707 -2.1255
H 1.1659 4.6530 0.3040
H 0.1323 -5.7209 -0.4027
H -2.4639 2.5996 1.3981
H -0.6838 -2.9054 -2.0355
H 4.0190 1.0115 -3.1366
H -2.5195 0.5255 6.0856
H 0.5134 1.9169 -5.9044
H -2.3323 1.6811 -1.3280
H -2.0050 3.3003 -1.9394
H 1.4030 1.7589 -1.0694
H 5.3562 0.1389 -2.2663
H 0.7212 -0.4557 -6.2859
H 3.5182 -4.7066 -0.5203
H 0.3737 -4.9508 1.1809
H 0.6649 -1.7475 -2.3201
H 2.2316 0.2534 -6.8117
H 5.6619 -0.3575 0.6435
H -1.6319 4.1330 1.5649
H 0.7226 1.1520 -4.2855
H -5.4321 1.4998 2.9839
H -1.0109 -4.1479 2.8991
H -2.6568 -2.3928 2.3538
H 0.0948 0.6534 3.8114
H 4.4722 0.0352 1.8604
H -0.9196 1.9642 -2.3690
H 4.2541 3.9758 -5.2561
H 2.3409 -0.6241 -2.3007
H 3.5538 -1.6950 -1.5709
H -6.3057 -2.5440 5.0534
H -6.9002 1.9549 1.0224
H 0.9947 4.3147 -1.4299
H -6.2192 1.1796 -1.2562
H 1.8434 -1.1342 4.1481
H 1.6898 1.8817 0.8219
H 0.6989 -3.3570 -3.0705
```

HOMO level (spin up / spin down) = -9.76 / -9.76 eV
ΔE to the lowest compared entry with this formula, charge and spin = 38.13 kcal per mole
net charge = +1
multiplicity = 6
expectation value of S² = 9.1181
frontier orbital gap (spin up / spin down) = 6.45 / 6.77 eV
DFT total energy = -92480.0850 eV

=====

This record from OMol25 describes C14H18N2O5 in the gas phase. The level of theory is ωB97M-V with the def2-TZVPD basis set.

```
39
C14H18N2O5 (ωB97M-V with the def2-TZVPD basis set)
O 2.3785 2.7907 1.4160
O 3.5733 -2.4735 -0.7966
O 1.2676 -0.1131 1.9457
O 3.5248 3.5226 -0.4127
O 1.7019 -3.1408 -1.7108
N -0.8342 -1.6771 2.9885
N 0.7703 -1.2281 0.0432
C -3.2213 1.1254 -2.1671
C -2.2492 1.8733 -1.5466
C -3.7503 0.0039 -1.5525
C 2.7311 2.7341 0.0648
C 2.4928 -2.2297 -1.2601
C -3.2307 -0.3407 -0.2710
C -1.8164 1.5603 -0.2342
C -0.9078 -1.0845 1.7142
C 2.0941 1.5332 -0.5703
C 1.7584 -0.9418 -0.9634
C 2.7760 0.1537 -0.5489
C -1.9054 0.0761 1.7493
C -2.3622 0.4326 0.3777
C 0.4949 -0.6599 1.2302
H 1.9433 1.8597 -1.6266
H -0.0751 -1.2533 3.5444
H 0.2389 -2.0410 -0.3006
H -4.4009 -0.8280 -1.9376
H -3.6243 -1.2711 0.2190
H 3.5712 0.2055 -1.3056
H 2.1884 -3.9699 -1.9498
H 3.1133 -0.1985 0.4871
H -3.4283 1.3577 -3.1761
H 1.0563 1.5621 -0.1862
H -1.3768 -1.9085 1.1780
H -1.2941 0.8971 2.2944
H -1.6704 2.6913 -2.0102
H -0.4870 -2.5959 2.8854
H -2.7997 -0.1837 2.3491
H -1.2124 2.3064 0.3340
H 1.1816 -0.6201 -1.8545
H 1.7897 2.0738 1.5603
```

HOMO level = -9.51 eV
ΔE to the lowest compared entry with this formula, charge and spin = 56.70 kcal per mole
multiplicity = 1
frontier orbital gap = 9.57 eV
DFT total energy = -28027.3982 eV

=====

This record from OMol25 describes 2 unconnected molecules or ions with the total composition C35H31F3N2O2. The level of theory is ωB97M-V with the def2-TZVPD basis set.

```
73
C35H31F3N2O2 (ωB97M-V with the def2-TZVPD basis set)
F 5.6392 1.8670 -3.6901
F 5.9585 0.7716 -1.8130
F 5.7334 2.9533 -1.7816
O 2.4748 -1.7650 3.5886
O -0.3015 1.1957 -1.8472
N -0.3858 -0.3916 2.0414
N 1.4654 -1.5709 1.5178
C 1.5967 2.6489 -2.0577
C 0.9394 1.3509 -2.0163
C 1.5974 1.5552 2.9829
C -3.5391 -6.0289 -1.0309
C 5.2649 1.8106 -2.3709
C -2.2584 -5.2236 0.8556
C -3.8453 0.9408 -1.6782
C -4.6990 2.4627 -3.3621
C 3.7869 2.0815 2.0762
C -1.8815 -4.0713 0.1253
C -3.1687 -4.8950 -1.7694
C 2.9614 2.7801 -2.1392
C -1.0383 -3.0749 0.7547
C 0.2985 -0.9901 0.8766
C -2.0178 0.7132 0.6703
C 3.7770 1.6546 -2.2124
C -0.5251 -1.9953 0.1315
C -3.0798 -6.1915 0.2874
C 2.5324 -2.1830 0.7653
C -2.8012 1.8236 0.3984
C 0.7410 0.7540 3.9345
C 1.8340 3.2828 1.3046
C 2.9777 1.3316 2.9275
C -2.3454 -3.9210 -1.2019
C 3.2216 0.3788 -2.2084
C 0.3404 -0.5664 3.2999
C 1.8578 0.2219 -2.1266
C 1.5549 -1.3750 2.8735
C 1.0320 2.5351 2.1669
C -3.7988 3.3445 -1.2945
C 3.2131 3.0668 1.2696
C -3.4852 2.0342 -0.8465
C -4.3736 3.5551 -2.5422
C -4.4361 1.1575 -2.9191
C -1.3959 0.4797 1.8954
H -0.2446 -1.1908 3.9955
H -3.5257 -4.7646 -2.7926
H -1.8481 -0.0078 -0.1287
H 1.4267 -0.7802 -2.1633
H -1.7010 1.0067 2.8038
H 3.8635 -0.4936 -2.2885
H 3.0264 -1.4372 0.1244
H -4.5712 4.5723 -2.8844
H -5.1554 2.6252 -4.3398
H -2.8770 2.5936 1.1713
H -0.8031 -3.2374 1.8115
H -3.6327 -0.0720 -1.3291
H 3.8443 3.6621 0.6088
H 0.9700 3.5363 -1.9760
H 4.8641 1.9006 2.0458
H -4.6833 0.3010 -3.5485
H 3.4152 0.5629 3.5692
H -3.5446 4.1812 -0.6425
H 0.6104 -0.2017 0.1623
H 2.1345 -2.9823 0.1297
H 3.4123 3.7678 -2.1362
H -0.0441 2.7177 2.2110
H -0.1562 1.3055 4.2337
H -0.6569 -1.7903 -0.9321
H 1.3689 4.0323 0.6607
H -4.1859 -6.7839 -1.4794
H -1.8841 -5.3285 1.8756
H 3.2593 -2.5953 1.4724
H -2.0562 -3.0338 -1.7691
H -3.3666 -7.0711 0.8675
H 1.3187 0.4969 4.8310
```

HOMO level = -6.30 eV
ΔE to the lowest compared entry with this formula, charge and spin = 0.00 kcal per mole
multiplicity = 1
frontier orbital gap = 4.21 eV
DFT total energy = -52024.5801 eV

=====

This record from OMol25 describes 2 unconnected molecules or ions with the total composition CH2N2O2S. The level of theory is ωB97M-V with the def2-TZVPD basis set.

```
8
CH2N2O2S (ωB97M-V with the def2-TZVPD basis set)
S 1.2056 -2.4283 -1.0393
O -1.1117 0.7780 -0.6270
O -0.9306 1.6218 1.3889
N -0.4376 0.8800 0.5404
N 0.4912 0.1155 0.6677
C 0.4093 -1.1360 -1.4531
H 1.0222 0.2913 1.6163
H -0.6484 -0.1221 -1.0940
```

HOMO level = -10.32 eV
ΔE to the lowest compared entry with this formula, charge and spin = 188.29 kcal per mole
multiplicity = 1
frontier orbital gap = 9.02 eV
DFT total energy = -18973.1634 eV

=====

This record from OMol25 describes C2H2ClN in the gas phase. The level of theory is ωB97M-V with the def2-TZVPD basis set.

```
6
C2H2ClN (ωB97M-V with the def2-TZVPD basis set)
Cl 2.0514 -0.4367 -0.0424
N -0.3540 1.0934 0.1847
C 0.3440 -0.1333 0.3602
C -0.7205 0.1601 -0.5331
H 0.1308 -0.5177 1.3037
H -1.4517 -0.1659 -1.2732
```

HOMO level = -10.25 eV
ΔE to the lowest compared entry with this formula, charge and spin = 35.71 kcal per mole
multiplicity = 1
frontier orbital gap = 11.19 eV
DFT total energy = -16116.5340 eV

=====

This record from OMol25 describes C4H5NO in the gas phase. The level of theory is ωB97M-V with the def2-TZVPD basis set.

```
11
C4H5NO (ωB97M-V with the def2-TZVPD basis set)
O 0.3059 -1.2080 0.1086
N 2.3374 0.0882 -0.1395
C 0.1737 1.0735 -0.1474
C 1.0827 -0.0702 -0.0290
C -1.1127 -0.7897 0.2427
C -1.0860 0.6645 -0.1217
H -1.3105 -0.9977 1.2945
H -1.9474 1.2537 -0.4170
H 2.9023 -0.7543 -0.1692
H 0.5698 2.0600 -0.3084
H -1.9152 -1.3201 -0.3136
```

HOMO level = -9.49 eV
ΔE to the lowest compared entry with this formula, charge and spin = 25.84 kcal per mole
multiplicity = 1
frontier orbital gap = 10.35 eV
DFT total energy = -7765.4060 eV

=====

This record from OMol25 describes a molecular structure, C40H30Br2I2N6O5STl. The level of theory is ωB97M-V with the def2-TZVPD basis set.

```
87
C40H30Br2I2N6O5STl (ωB97M-V with the def2-TZVPD basis set)
Tl -1.2241 0.4033 0.1704
I -2.3278 1.0896 7.6900
I -2.6893 4.1803 2.5482
Br -1.5255 5.0347 -3.8452
Br -4.1998 -1.0700 -0.5043
S 2.3610 -0.5185 -0.3762
O 2.4364 0.5561 0.5857
O -2.8740 1.2045 1.5144
O 2.7745 -0.2417 -1.7277
O -1.8918 3.7171 -1.2280
O -0.3529 2.4984 -0.1543
N 5.8881 -4.8275 1.7244
N -0.8012 -2.5627 -0.8114
N 0.8559 -1.0941 -0.2694
N -1.5520 -1.4213 1.8626
N 0.0655 0.7804 2.1838
N 1.3463 -2.8192 -1.8109
C 4.3972 -2.9537 2.1015
C -5.2165 0.3115 -4.2418
C -2.8240 0.2561 -2.6910
C -2.7108 2.3722 3.5720
C -2.6121 -0.0551 4.9004
C -0.7541 3.3007 -1.0757
C 1.3107 2.1931 3.6314
C 1.2408 4.7529 -4.0476
C -2.7385 -1.3002 2.7212
C -1.5965 0.3407 -1.9708
C 0.3575 3.7190 -2.0394
C 1.5356 1.1295 4.4885
C 0.2701 -0.2433 3.0026
C 1.6590 3.3008 -1.7467
C 0.1708 4.4444 -3.2153
C -2.7283 -0.0314 3.5231
C -2.8317 0.6689 -4.0551
C 4.9268 -3.6222 -0.1457
C 0.5710 1.9768 2.4838
C 0.4870 -2.1799 -0.9953
C 2.7311 3.6005 -2.5672
C 0.8581 -3.8113 -2.5345
C -4.0381 0.7087 -4.7949
C -0.4453 0.9920 -4.0161
C 1.0071 -0.1086 4.1702
C -2.7837 1.1910 2.8022
C -4.0705 -0.2248 -2.1984
C -1.2576 -3.5447 -1.5704
C -0.4485 0.6608 -2.6454
C 3.5716 -1.9600 1.6080
C -5.2229 -0.1908 -2.9273
C 3.4154 -1.7989 0.2387
C 4.0955 -2.6306 -0.6372
C -0.4676 -4.2136 -2.4904
C -2.5967 2.3490 4.9507
C -1.6222 1.0379 -4.6928
C -2.5491 1.1319 5.6155
C -0.3149 -1.5768 2.6045
C 2.5211 4.3374 -3.7237
C 5.0862 -3.7963 1.2285
H -3.9973 1.0639 -5.8175
H -0.4576 -2.1852 3.5078
H 4.5182 -3.0742 3.1722
H -2.3023 -3.8078 -1.4285
H -0.8515 -5.0091 -3.1105
H 6.6105 -5.1349 1.0930
H 2.1022 1.2643 5.4011
H 0.4076 -2.0835 1.9613
H -3.6145 -1.3130 2.0741
H 1.7979 2.6930 -0.8621
H -1.6485 -2.1570 1.1685
H 1.6896 3.1829 3.8420
H 5.4581 -4.2717 -0.8323
H 6.2470 -4.6702 2.6525
H -2.5570 -1.0081 5.4146
H 3.3451 4.5818 -4.3829
H -2.7993 -2.1621 3.4008
H 0.3631 2.7583 1.7666
H 0.4984 0.7153 -2.1248
H 1.5650 -4.3158 -3.1884
H -2.5298 3.2784 5.4996
H -1.6622 1.3533 -5.7281
H 0.4876 1.2597 -4.4954
H 3.7192 3.2420 -2.3101
H -6.1388 0.3512 -4.8059
H 1.1346 -0.9622 4.8237
H 1.0557 5.3118 -4.9550
H -6.1374 -0.5711 -2.4939
H 3.9619 -2.4878 -1.6992
H 3.0622 -1.2847 2.2845
```

HOMO level = -5.11 eV
ΔE to the lowest compared entry with this formula, charge and spin = 0.00 kcal per mole
net charge = -1
multiplicity = 1
frontier orbital gap = 7.15 eV
DFT total energy = -232963.6510 eV

=====

Question: Among the records above, which one has the highest DFT total energy?
Answer: C2H9N2O

=====

Question: Look up the DFT total energy of the third one.
Answer: -28027.3982 eV